The following is a DFT calculation (ωB97M-V/def2-TZVPD) of a single C5H9P molecule.

Positions of all 15 atoms, in Å:
1 C 2.7941 1.1019 -0.1280
2 C -2.7741 1.0725 -0.1844
3 C 2.0295 0.1976 0.4312
4 C -2.0004 0.2891 0.5229
5 C -0.0322 -1.6505 -0.2625
6 P 0.0088 0.2006 -0.2257
7 H 3.8682 1.1152 0.0044
8 H 2.3813 1.8722 -0.7593
9 H -2.3730 1.6991 -0.9643
10 H -3.8432 1.1217 -0.0306
11 H 2.3465 -0.5997 1.0837
12 H -2.2907 -0.3688 1.3237
13 H -0.9689 -1.9852 -0.7028
14 H 0.8012 -2.0159 -0.8592
15 H 0.0529 -2.0498 0.7510

Its SMILES is C=CP(C)C=C. The calculation puts the total energy at -14615.9751 eV. Its energy above the lowest of the compared OMol25 structures with the same formula, charge and spin is 54.1 kcal per mole. The total charge is 0. The multiplicity is 1. The frontier orbital gap comes out at 0.3179 Ha. Its HOMO energy is -8.182 eV.

The following is a DFT calculation (ωB97M-V/def2-TZVPD) of 2 unconnected molecules or ions with the total composition C5HBr2NOS.

Positions of all 11 atoms, in Å:
1 C 0.0217 -1.4518 -0.1738
2 C 1.3764 -1.2629 -0.2558
3 C -1.1685 1.6939 0.6347
4 C -2.0457 1.1438 0.0355
5 C 2.4165 -0.5627 0.1481
6 N -1.1258 -1.5519 -0.0013
7 O -3.1303 0.7189 -0.4517
8 S 2.5625 -0.8244 -1.6456
9 Br 0.4231 2.4575 1.1330
10 Br 3.6731 -0.0893 1.2679
11 H -3.0029 -0.2711 -0.6911

Its SMILES is N#CC1=C(Br)S1.OC#CBr. The calculation puts the total energy at -159652.3074 eV. The total charge is 0. The multiplicity is 1. The frontier orbital gap comes out at 0.2836 Ha. Its HOMO energy is -8.734 eV.

Number 1: lowest unoccupied orbital energy 0.47 eV. Number 2: lowest unoccupied orbital energy -1.02 eV.